# 1
This record from OMol25 describes a molecular structure, C29H84B2N4O9Zn in a non-equilibrium geometry. The level of theory is the ωB97M-V functional and the def2-TZVPD basis.

CARTESIAN COORDINATES (ANGSTROEM)
H (12.118, -2.059, -0.874)
H (7.078, -5.723, -6.199)
C (5.108, -5.301, -4.401)
H (9.281, -6.844, -9.650)
H (6.622, -3.783, -1.327)
H (12.848, -2.464, -10.329)
O (5.013, -6.243, 1.775)
C (6.650, 0.702, -4.133)
N (10.614, -4.150, -2.463)
H (7.117, 2.615, -2.146)
H (5.889, 1.537, -1.569)
H (10.721, -3.878, -11.456)
C (13.164, -1.233, -3.331)
O (5.149, -2.987, -3.697)
H (6.092, -3.014, -3.913)
H (6.079, -7.033, 3.377)
H (6.350, -1.433, -7.616)
H (3.019, -4.260, -2.952)
N (7.348, -5.184, 0.097)
N (8.630, -5.441, -7.560)
C (5.804, -6.935, 0.837)
C (8.277, -2.944, -0.280)
H (2.581, -2.967, -4.105)
H (5.229, -7.776, 0.411)
O (7.355, 0.127, -5.216)
H (12.572, -7.451, -4.074)
H (7.343, -0.415, -2.428)
H (11.108, -1.102, -5.741)
H (12.743, -7.836, -2.332)
H (10.321, -4.488, -1.552)
H (5.690, 0.189, -3.990)
O (12.974, -1.285, -7.959)
H (14.374, -2.879, -9.512)
O (6.245, -3.440, -7.051)
C (8.038, -1.344, 1.389)
C (6.211, -6.012, -0.263)
C (11.529, -5.136, -3.121)
H (11.099, 0.331, -7.114)
H (6.441, -6.583, -1.166)
H (10.806, -2.437, -2.980)
H (4.745, -5.966, 3.765)
H (13.359, -4.260, -2.436)
H (7.084, -6.428, -8.645)
B (8.222, -2.765, -4.498)
H (10.275, 0.655, -5.364)
H (9.270, -4.678, -7.770)
C (6.611, 0.103, -6.428)
Zn (9.191, -0.767, -4.588)
C (7.917, -5.033, -6.334)
C (13.295, -3.034, -9.509)
C (12.861, -5.233, -2.424)
H (13.013, -1.235, -4.409)
C (5.061, -6.758, 3.083)
C (6.954, 1.588, -1.798)
H (9.771, -4.204, -3.034)
C (7.575, -4.138, -0.902)
H (12.687, -5.483, -1.361)
H (7.254, -0.310, -7.199)
H (9.135, -1.323, 1.516)
H (11.751, 0.253, -2.874)
H (8.233, -2.971, -6.694)
H (8.108, -6.194, -10.811)
C (4.452, -3.936, -4.509)
H (11.997, -3.820, -4.776)
C (7.441, 0.592, -2.834)
H (9.320, -3.190, -0.024)
H (14.096, -8.078, -3.476)
O (7.599, -2.578, 0.898)
H (4.751, -2.142, -7.452)
H (13.099, -4.082, -9.757)
H (13.544, -2.206, -3.010)
H (8.213, -2.053, -3.525)
H (9.385, 1.028, -2.292)
H (13.169, -3.312, -7.437)
H (6.185, -5.249, -4.572)
H (8.076, -3.899, -4.117)
C (8.700, -5.948, -9.920)
H (7.229, -3.279, -5.244)
H (10.950, -3.893, -8.445)
H (7.516, 1.446, -0.873)
O (13.763, -6.156, -2.982)
H (10.825, -5.664, -11.576)
C (5.746, -2.127, -7.011)
N (8.896, 0.805, -3.158)
H (10.991, -6.091, -3.028)
H (12.257, -5.523, -5.118)
H (6.314, 1.122, -6.689)
H (7.322, -2.431, -5.234)
H (10.827, -0.883, -0.757)
H (8.611, -5.194, -5.505)
H (10.660, -2.162, -8.734)
C (12.692, -2.647, -8.176)
C (11.597, -4.827, -4.605)
H (2.446, -4.682, -4.558)
B (10.489, -0.177, -6.217)
C (3.035, -3.951, -3.998)
C (7.422, -3.597, -6.278)
H (12.465, -0.306, -0.638)
H (7.615, -1.169, 2.375)
C (10.164, -4.810, -11.391)
O (9.574, -4.862, -10.113)
H (4.366, -7.594, 3.217)
H (5.314, -5.409, -0.493)
H (13.964, -0.517, -3.117)
H (5.709, -1.743, -5.983)
H (7.804, -0.509, 0.714)
H (9.241, -2.664, -5.117)
H (9.395, -4.792, -12.176)
H (8.312, -2.146, -1.035)
H (4.956, -5.722, -3.406)
C (11.838, -1.042, -1.148)
C (7.804, -5.610, -8.751)
H (8.156, -4.516, -1.740)
C (11.871, -0.811, -2.644)
H (6.661, -7.441, 1.304)
H (7.209, -4.726, -9.015)
H (9.428, -0.591, -6.661)
H (12.277, -0.991, -7.360)
H (10.616, -4.846, -5.081)
H (5.731, -0.534, -6.302)
C (11.194, -2.887, -8.112)
H (6.401, 1.747, -4.371)
H (8.894, 1.734, -3.593)
C (13.253, -7.441, -3.218)
H (7.085, -4.673, 0.937)
H (4.475, -3.575, -5.547)
O (10.763, -1.483, -3.252)
H (4.675, -5.962, -5.157)
H (10.834, -2.703, -7.094)

# 2
This record from OMol25 describes 13 unconnected molecules or ions with the total composition C29H84O13 in a non-equilibrium geometry. The level of theory is the ωB97M-V functional and the def2-TZVPD basis.

CARTESIAN COORDINATES (ANGSTROEM)
H (-6.574, 0.518, 1.596)
C (-0.243, 0.222, 0.751)
C (2.066, 3.041, 1.644)
O (1.972, -0.114, 5.480)
H (-0.447, -3.605, -2.430)
H (2.549, 3.405, -3.005)
O (-2.689, 3.585, 5.224)
O (1.093, -4.663, 1.940)
H (-0.898, -2.945, -3.976)
H (-2.959, 2.297, 2.152)
C (-1.946, -2.990, 1.695)
H (6.734, 0.335, -2.692)
C (0.611, 0.238, 5.171)
C (3.589, -1.361, 2.370)
H (7.510, 0.397, -1.069)
H (-3.441, -0.905, -2.801)
C (0.284, -4.777, -4.119)
C (1.373, 3.090, -4.710)
C (-4.470, 1.768, -0.351)
H (2.841, -4.876, -0.882)
H (-0.695, 2.860, -2.244)
H (2.817, -3.432, 0.082)
H (-3.409, 3.973, -4.051)
H (3.652, 1.469, -3.119)
C (0.796, -5.882, -3.210)
H (1.797, 4.070, -0.033)
C (3.794, -2.517, 3.366)
H (0.448, 2.042, 6.371)
H (-3.790, 0.936, -0.152)
H (-4.498, 1.675, -1.445)
H (2.799, -5.650, 1.379)
H (-0.751, -1.095, -1.578)
H (-1.709, 3.130, -0.769)
H (-1.943, 5.133, -3.057)
C (2.097, 2.529, -3.490)
H (3.500, 0.093, -1.347)
H (1.466, 2.009, -2.770)
H (2.095, 3.328, -5.492)
H (0.572, 0.708, 4.184)
H (-3.067, 4.735, -1.844)
H (1.821, 1.260, -0.306)
C (0.758, -0.459, -0.203)
H (-0.544, 4.249, -1.193)
H (2.505, -1.943, 4.642)
H (4.471, -0.789, 2.082)
O (4.307, 0.019, -1.889)
C (3.483, 2.493, 1.795)
H (6.923, -1.115, -1.758)
O (1.953, 0.303, -0.302)
H (1.387, -3.787, -0.674)
C (-3.043, 3.564, 3.874)
H (-0.262, 1.315, 0.777)
H (-4.079, 2.681, 0.088)
H (-6.283, 0.635, -0.541)
H (0.093, 0.536, 7.243)
C (0.197, -0.550, -1.637)
H (-2.502, 4.857, 2.123)
H (2.079, 4.043, 2.083)
H (-3.414, 1.436, 3.654)
O (-0.389, -5.377, -5.225)
O (1.782, 3.160, 0.263)
H (0.954, 4.077, -4.494)
H (-3.996, -3.502, 1.079)
H (3.095, -1.743, 1.474)
H (0.048, -0.684, 5.023)
H (-1.248, -5.744, -5.018)
H (3.673, 1.531, 1.327)
H (-0.530, -4.154, 1.019)
C (-1.270, 3.580, -1.662)
H (-0.044, 0.454, -1.982)
H (-3.501, 0.180, -5.657)
H (-1.248, 4.515, 3.285)
H (1.276, -5.504, -2.307)
H (5.394, 1.232, -0.546)
C (-3.959, 0.013, -4.670)
H (-4.091, 1.972, -4.300)
H (-4.120, 3.662, 3.675)
H (-2.637, 5.668, 3.626)
H (1.371, -6.085, 0.461)
H (2.502, 0.683, 5.576)
H (-3.111, 2.778, 5.549)
O (3.169, 1.695, -3.932)
H (2.893, -0.612, 2.757)
O (-5.908, 1.192, 1.429)
C (-0.744, -3.885, -3.448)
C (-2.316, 4.721, 3.191)
H (-6.475, 2.436, -0.102)
O (-1.376, -3.815, 0.689)
C (-3.362, -2.643, 1.291)
H (-2.582, 0.534, -3.203)
C (2.215, -4.309, -0.190)
H (5.273, -0.505, -0.180)
H (-1.242, -0.125, 0.470)
H (-4.677, -0.762, -4.948)
H (-3.382, -1.874, 0.522)
H (0.836, -1.109, -2.317)
H (-1.806, 1.681, 3.385)
O (-4.649, 1.188, -4.320)
H (-2.067, -0.965, -3.970)
H (0.583, 2.435, -5.074)
H (1.306, 2.470, 2.181)
C (6.716, -0.047, -1.671)
H (4.622, -2.174, 4.000)
O (2.645, -2.759, 4.144)
H (-0.193, -0.039, 1.812)
H (0.886, -1.426, 0.284)
H (1.107, -4.196, -4.533)
H (-1.700, -4.394, -3.312)
C (1.891, -5.241, 0.927)
H (-1.904, -3.459, 2.685)
H (-1.267, -2.130, 1.745)
H (1.532, -4.525, 2.782)
H (-3.797, -2.266, 2.225)
H (3.885, 2.487, 2.811)
C (5.399, 0.230, -0.980)
H (4.147, -3.426, 2.882)
H (-1.083, 1.138, 6.162)
C (-5.933, 1.497, 0.024)
H (0.010, -6.605, -2.987)
H (1.586, -6.458, -3.700)
C (-0.002, 1.054, 6.288)
H (4.081, 3.288, 1.336)
C (-2.312, 4.272, -2.492)
C (-2.938, -0.407, -3.633)
C (-2.757, 2.198, 3.217)
O (-3.037, 3.400, -3.372)

| no. | highest occupied orbital energy (eV) | energy (eV) | lowest unoccupied orbital energy (Eh) |
| --- | --- | --- | --- |
| 1 | -6.28 | -105581.4586 | -0.0006 |
| 2 | -9.64 | -58048.9276 | 0.0064 |